86
Properties=species:S:1:pos:R:3 method="wB97M-V/def2-TZVPD" charge=+1 spin_multiplicity=1 e_homo_ev=-10.69 gap_ev=8.067 relative_energy_kcal_mol=13.1
Sn -1.0409 -2.8371 -1.4209
N 0.2143 -1.4540 1.2948
N 1.3025 -0.7490 1.7960
C 2.0252 0.0332 1.0240
N 3.2044 0.4750 1.4401
S 1.5820 0.4927 -0.6061
H -0.6385 -1.2129 1.7890
H 0.3925 -2.4532 1.3278
H 1.5785 -0.8626 2.7656
H 3.6451 0.1204 2.2746
H 3.6285 1.2568 0.9668
C 1.1435 -5.0189 -5.4362
O -0.2742 -5.1382 -5.1925
C -0.7425 -4.4480 -4.1724
O -0.0619 -3.7192 -3.4562
N -2.0798 -4.6164 -4.0276
N -2.6931 -4.0484 -2.9115
H 1.3380 -5.6587 -6.2890
H 1.6992 -5.3562 -4.5649
H 1.3957 -3.9861 -5.6628
H -2.5444 -5.3346 -4.5617
H -2.9897 -4.7581 -2.2471
H -3.4867 -3.4783 -3.1817
F -3.3001 -3.0401 -0.5212
B -3.0658 -2.7220 0.8989
F -3.0316 -1.3475 1.0345
F -1.7286 -3.2126 1.1199
F -3.9704 -3.3570 1.6786
I 2.0577 -10.5141 2.0818
C 1.4319 -8.6998 1.2731
C 2.2998 -7.6148 1.2727
C 1.8782 -6.4095 0.7388
C 0.6018 -6.2916 0.1994
C -0.2578 -7.3845 0.2017
C 0.1530 -8.5910 0.7429
C 0.1639 -4.9947 -0.3650
O 0.8306 -3.9468 -0.2059
O -0.9339 -4.9516 -1.0325
H 3.2938 -7.7123 1.6861
H 2.5365 -5.5515 0.7295
H -1.2521 -7.2807 -0.2100
H -0.5165 -9.4396 0.7549
C -3.7818 4.3239 0.1733
C -2.4461 4.2909 -0.5487
C -2.5288 3.4584 -1.8184
C -1.9462 5.6952 -0.8467
O -1.5252 3.6591 0.3828
Si -0.0261 3.0812 0.2654
S -0.3807 1.0645 -0.4639
O 0.6786 2.9245 1.7231
C 0.1165 2.9536 3.0648
C -0.9807 1.9043 3.1765
C 1.2795 2.6267 3.9879
C -0.4238 4.3434 3.3645
O 0.9443 3.8332 -0.7743
C 2.1453 4.6392 -0.7108
C 2.3865 5.1172 -2.1322
C 3.3128 3.7908 -0.2235
C 1.9084 5.8104 0.2316
H -4.5400 4.7908 -0.4560
H -3.6989 4.8971 1.0972
H -4.1060 3.3123 0.4190
H -3.2400 3.9099 -2.5108
H -2.8692 2.4464 -1.5916
H -1.5579 3.4033 -2.3153
H -2.6626 6.2217 -1.4782
H -0.9917 5.6560 -1.3711
H -1.8228 6.2603 0.0785
H -0.5850 0.9152 2.9398
H -1.8029 2.1202 2.4946
H -1.3752 1.8786 4.1927
H 1.6729 1.6315 3.7669
H 0.9576 2.6433 5.0291
H 2.0826 3.3538 3.8607
H -1.2354 4.5968 2.6835
H 0.3650 5.0912 3.2756
H -0.8075 4.3771 4.3848
H 2.5176 4.2664 -2.8014
H 3.2805 5.7396 -2.1771
H 1.5370 5.7045 -2.4814
H 3.4807 2.9594 -0.9124
H 3.1044 3.4114 0.7781
H 4.2183 4.3973 -0.1867
H 1.0496 6.3960 -0.0933
H 2.7811 6.4639 0.2508
H 1.7268 5.4529 1.2465



131
Properties=species:S:1:pos:R:3 method="wB97M-V/def2-TZVPD" charge=+1 spin_multiplicity=1 e_homo_ev=-10.81 gap_ev=7.934
N -0.9051 5.3699 4.9869
B -1.2242 3.9086 4.9691
O -1.3256 3.2355 6.2330
C -1.4674 3.2409 3.5099
C -2.0334 1.7420 3.5484
C -2.4949 1.3504 2.0505
C -2.4077 -0.2288 1.8998
C -3.1285 -1.0212 3.1098
O -4.3891 -0.4488 3.4637
C -3.3191 -2.5154 2.5654
F -3.5700 -3.3252 3.6690
F -2.1275 -3.0022 2.0029
F -4.2921 -2.6297 1.5893
N -1.7515 2.1345 1.0049
P -2.0168 1.5567 -0.6782
O -3.6057 1.0863 -0.9189
O -1.6404 2.8310 -1.7511
S -0.8009 0.1046 -1.1668
C -2.3420 3.5439 1.0543
C -2.3547 4.1677 2.5221
C -3.8016 4.4553 3.1185
C -4.8244 5.1572 2.1146
C -6.2408 4.4147 2.3042
Br -7.7034 5.4767 1.4972
H -0.6205 5.6733 5.9202
H -1.6969 5.9170 4.6379
H -2.2488 2.9760 6.4267
H -0.4351 3.1851 3.0087
H -1.1558 1.0453 3.7753
H -2.8529 1.5803 4.3065
H -3.5965 1.6333 1.9337
H -1.3428 -0.6292 1.8135
H -2.9449 -0.5922 0.9604
H -2.3873 -1.0887 3.9596
H -4.3262 -0.1483 4.3933
H -0.7187 2.1411 1.1304
H -3.6712 0.1115 -0.9882
H -0.6486 2.8636 -1.6859
H -1.7753 4.2676 0.3887
H -3.3775 3.4403 0.5818
H -1.8099 5.1703 2.4718
H -3.6689 5.1777 3.9959
H -4.2350 3.5073 3.5958
H -4.9382 6.2512 2.4239
H -4.5032 5.1692 1.0323
H -6.1651 3.4457 1.7120
H -6.4675 4.1886 3.3895
O -0.2288 1.7789 -5.2751
C -1.3913 1.4588 -5.2792
O -1.7833 0.3606 -5.9450
C -3.0948 -0.2135 -5.8754
C -4.0386 0.4610 -6.8501
C -2.4222 2.3283 -4.6125
H -3.4740 -0.2064 -4.8506
H -2.9803 -1.2632 -6.1544
H -4.1682 1.5199 -6.6185
H -5.0192 -0.0188 -6.8312
H -3.6394 0.4065 -7.8653
H -2.6997 3.1402 -5.2870
H -1.9812 2.7441 -3.7085
H -3.3166 1.7931 -4.2978
O -0.6684 7.9403 5.7928
C 0.4581 8.3590 5.9270
O 1.3895 8.0927 5.0007
C 2.6960 8.6872 4.9727
C 3.6583 7.9343 5.8684
C 0.8548 9.1071 7.1713
H 2.6462 9.7520 5.2102
H 3.0392 8.6173 3.9387
H 3.3432 7.9628 6.9133
H 4.6612 8.3597 5.7991
H 3.7018 6.8815 5.5803
H 1.0853 8.3906 7.9613
H 0.0149 9.7289 7.4831
H 1.6974 9.7804 7.0316
O 1.6983 2.6158 -0.3940
C 2.7304 2.0405 -0.1199
O 3.4225 1.4214 -1.0766
C 4.7378 0.8667 -0.9009
C 4.6681 -0.5336 -0.3265
C 3.1985 1.9404 1.3070
H 5.3675 1.5341 -0.3084
H 5.1842 0.8238 -1.8958
H 4.2099 -0.5410 0.6649
H 5.6665 -0.9672 -0.2478
H 4.0551 -1.1759 -0.9627
H 2.6745 1.1187 1.7984
H 2.9603 2.8759 1.8158
H 4.2719 1.8022 1.4102
O 5.2789 -5.1008 -1.2143
C 4.5569 -5.0178 -2.1808
O 4.9856 -4.3917 -3.2892
C 4.2873 -4.3914 -4.5449
C 3.2328 -3.3057 -4.5812
C 3.1442 -5.5317 -2.1302
H 3.8799 -5.3797 -4.7679
H 5.0392 -4.1872 -5.3102
H 2.4688 -3.4615 -3.8181
H 2.7438 -3.2747 -5.5563
H 3.6854 -2.3305 -4.3820
H 2.5071 -4.7818 -1.6582
H 3.1294 -6.4451 -1.5330
H 2.7365 -5.7974 -3.1018
O 2.6300 -9.5062 -0.8238
C 2.9572 -9.2873 0.3164
O 3.1234 -8.0237 0.7388
C 3.3315 -7.6448 2.1054
C 4.7946 -7.7505 2.4839
C 3.2690 -10.4214 1.2562
H 2.6817 -8.2153 2.7731
H 3.0162 -6.6023 2.1832
H 5.1591 -8.7763 2.4027
H 4.9526 -7.4084 3.5089
H 5.4056 -7.1437 1.8117
H 4.2928 -10.7569 1.0841
H 2.5814 -11.2417 1.0477
H 3.1377 -10.1727 2.3071
O 0.7947 -5.3955 -4.4220
C 0.0819 -5.3056 -5.3921
O 0.5207 -4.6803 -6.4954
C -0.1751 -4.6693 -7.7504
C -1.2135 -3.5673 -7.7762
C -1.3353 -5.8113 -5.3508
H -0.5947 -5.6518 -7.9771
H 0.5771 -4.4717 -8.5165
H -1.9762 -3.7169 -7.0089
H -1.7066 -3.5213 -8.7492
H -0.7450 -2.6014 -7.5719
H -1.9700 -5.0581 -4.8811
H -1.3589 -6.7245 -4.7552
H -1.7392 -6.0728 -6.3264



13
Properties=species:S:1:pos:R:3 method="wB97M-V/def2-TZVPD" charge=-1 spin_multiplicity=1 e_homo_ev=-2.62 gap_ev=6.972 relative_energy_kcal_mol=188.1
C 0.4732 -1.4955 -0.9896
C 0.0903 1.6690 1.2192
N -1.6502 -0.9207 -0.6359
N -0.4664 -0.6451 -0.4005
N 0.5317 1.1078 -0.0917
O 1.7264 0.7250 -0.2266
O -2.6362 -0.2857 -0.2118
H 0.0019 -2.0486 -1.9438
H 1.4396 -1.0937 -0.8831
H 0.5512 -2.4334 -0.4633
H -0.8517 2.2008 0.9527
H -0.0232 0.8055 2.0816
H 0.8133 2.4146 1.5928



49
Properties=species:S:1:pos:R:3 method="wB97M-V/def2-TZVPD" charge=-1 spin_multiplicity=1 e_homo_ev="-5.49 / -5.11" gap_ev="5.513 / 5.401"
Sn 0.3384 1.0221 -0.6614
O -1.9674 0.2393 -1.6810
C -2.3415 -1.0493 -2.1790
C -2.3578 -2.1067 -1.0971
C -1.0597 -2.1325 -0.2853
C 0.1744 -2.2577 -1.1334
C 0.6782 -3.5006 -1.4915
C 1.8222 -3.5789 -2.2630
C 2.4513 -2.4092 -2.6619
C 1.9095 -1.2068 -2.2633
N 0.7900 -1.1334 -1.5316
H -2.6516 0.5964 -1.0963
H -1.5902 -1.2810 -2.9270
H -3.3046 -0.9976 -2.6904
H -2.5229 -3.0750 -1.5795
H -3.1933 -1.9417 -0.4112
H -1.0982 -2.9398 0.4460
H -0.9788 -1.2056 0.2864
H 0.1739 -4.3931 -1.1456
H 2.2252 -4.5435 -2.5441
H 3.3445 -2.4171 -3.2691
H 2.3555 -0.2624 -2.5532
S -0.6177 0.1322 2.5212
C -2.0094 0.7896 1.6682
S -1.8969 2.2067 0.7642
C -3.1424 -0.0122 1.6953
C -3.2226 -1.1864 2.5021
N -3.2886 -2.1346 3.1537
C -4.2171 0.2523 0.8002
N -5.0537 0.4416 0.0295
O 2.2043 -1.4183 1.1103
C 2.3302 -0.2235 1.2983
O 2.1505 0.7155 0.4088
C 2.7722 0.2823 2.6481
C 3.9965 -0.1519 3.1433
C 4.4632 0.2899 4.3699
C 3.6865 1.1441 5.1398
C 2.4439 1.5510 4.6807
C 1.9879 1.1427 3.4291
S 0.4587 1.8716 2.8693
H 4.5818 -0.8375 2.5438
H 5.4294 -0.0396 4.7299
H 4.0388 1.4808 6.1062
H 1.8140 2.1890 5.2865
Se -0.0440 3.8758 -5.9134
Sb 0.8860 1.8791 -5.0184
Se -0.4409 -0.2199 -5.1941
Se 2.9190 0.7519 -5.6874
Se 1.3578 2.3794 -2.4667



27
Properties=species:S:1:pos:R:3 method="wB97M-V/def2-TZVPD" smiles="C=CC[C@H](CO)NC.O.O" spin_multiplicity=1 e_homo_ev=-9.52 gap_ev=10.165 relative_energy_kcal_mol=68.9
C 0.5712 0.6055 -3.3801
C 0.2864 0.1022 -2.1952
C 0.9712 0.2586 -0.8765
C 0.1339 0.9914 0.1759
C 0.8015 0.9087 1.5524
O 2.2415 0.9730 1.4683
N -1.1788 0.3605 0.3203
C -2.1737 1.2899 0.8966
H 0.2037 0.0907 -4.2595
H 1.2812 1.3936 -3.6057
H -0.3047 -0.8225 -2.1463
H 1.2286 -0.7195 -0.4594
H 1.9099 0.8087 -1.0001
H 0.0540 2.0331 -0.1807
H 0.6351 -0.0458 2.0708
H 0.4979 1.6212 2.3182
H 2.5555 1.8056 1.8027
H -1.5607 0.0440 -0.5618
H -1.7100 1.8388 1.7238
H -2.6072 1.9332 0.1342
H -2.8466 0.6907 1.5199
O 1.4557 -3.2390 -0.2157
H 1.4646 -2.5053 0.3781
H 0.7380 -3.7577 0.2058
O -1.6264 -2.6095 1.3907
H -1.6677 -2.0812 2.1947
H -1.3543 -1.9687 0.7284



37
Properties=species:S:1:pos:R:3 method="wB97M-V/def2-TZVPD" charge=+2 spin_multiplicity=1 e_homo_ev=-15.95 gap_ev=2.109 relative_energy_kcal_mol=0.0
O -1.1038 1.7277 2.4034
C -0.9486 0.9171 3.2287
Br -2.5180 -0.1678 3.7132
C 0.3350 0.5485 3.9309
O 1.2299 0.0773 2.9356
C 1.0590 -1.2123 2.6825
O -0.0327 -1.7515 2.6819
N 2.2057 -1.9189 2.3911
C 3.0489 -1.4432 1.2811
C 2.2875 -1.4007 -0.0679
C 1.9601 0.0174 -0.5308
F 2.0089 0.8914 0.5061
F 2.8627 0.4234 -1.4418
C 0.5214 0.1209 -1.1202
F -0.3410 0.2173 -0.0817
F 0.2378 -1.0196 -1.7949
C 0.3200 1.3132 -2.0892
F 0.8598 2.3921 -1.4901
F 0.9488 1.0697 -3.2409
C -1.1523 1.7406 -2.4148
F -1.0342 2.8141 -3.1968
F -1.7941 2.0923 -1.2780
C -2.0770 0.7220 -3.1804
F -1.3791 -0.1951 -3.8467
F -2.8528 1.4052 -4.0302
C -3.0867 -0.0447 -2.2734
F -2.5528 -0.6510 -1.2332
F -4.0463 0.8257 -1.7736
F -3.7586 -0.9374 -2.9888
H 0.1482 -0.1957 4.6924
H 0.7512 1.4441 4.3741
H 1.9054 -2.8731 2.1979
H 3.8391 -2.1776 1.1901
H 3.5108 -0.5017 1.5405
H 2.9153 -1.8437 -0.8297
H 1.4057 -2.0277 -0.0015
Pd -5.6835 -0.3983 -0.8445



7
Properties=species:S:1:pos:R:3 method="wB97M-V/def2-TZVPD" smiles=N#P(F)F.O spin_multiplicity=1 e_homo_ev="-11.66 / -11.66" gap_ev="8.268 / 8.268" relative_energy_kcal_mol=126.1
N 0.8855 1.8934 -1.0157
P 1.3622 0.5203 -0.6211
F 1.0073 0.2686 0.9096
F 0.9522 -0.9923 -1.2016
O -1.7798 -0.7990 0.6880
H -1.2662 -0.1874 1.2916
H -1.1613 -0.7036 -0.0508



12
Properties=species:S:1:pos:R:3 method="wB97M-V/def2-TZVPD" s_squared=2.04 spin_multiplicity=3 e_homo_ev="-8.21 / -9.94" gap_ev="9.073 / 8.603" relative_energy_kcal_mol=21.0
C 1.1724 1.5737 -1.0211
C 0.4405 0.4412 -1.1743
C 0.7630 -0.8434 0.0737
C -0.5727 -1.4254 0.3878
N -0.2722 0.0045 -2.1935
O 1.8420 -0.9382 0.5263
O -1.3657 -0.5966 -2.1649
H 0.9693 2.5251 -1.5993
H 1.9155 1.5004 -0.3076
H -1.2179 -0.6372 0.7466
H -1.1686 -1.7947 -0.4147
H -0.6014 -2.2736 1.2290



134
Properties=species:S:1:pos:R:3 method="wB97M-V/def2-TZVPD" spin_multiplicity=1 e_homo_ev=-7.39 gap_ev=7.586 relative_energy_kcal_mol=0.0
Tl 0.2657 0.3881 1.6683
O -2.0985 -1.8642 1.9628
S -1.5297 -2.0721 0.5976
C -2.8327 -2.8047 -0.4305
C -3.1705 -4.1079 -0.1544
C -4.1192 -4.8387 -0.8967
C -4.7047 -4.2197 -1.9591
C -5.7107 -4.7254 -2.9641
C -5.9426 -3.5323 -3.9274
C -5.1119 -2.4100 -3.3538
C -4.9756 -1.1100 -3.7316
C -4.1400 -0.2776 -2.9557
C -3.4082 -0.7027 -1.8667
P -2.4264 0.5237 -0.9037
C -3.6775 1.0553 0.3244
C -4.9627 0.5266 0.4049
C -5.8251 0.9216 1.4193
C -5.4182 1.8553 2.3591
C -4.1398 2.3921 2.2853
C -3.2722 1.9874 1.2833
C -2.3489 1.9483 -2.0599
C -1.6487 1.7612 -3.2554
C -1.4664 2.8045 -4.1475
C -1.9707 4.0660 -3.8517
C -2.6672 4.2632 -2.6696
C -2.8626 3.2103 -1.7824
C -3.4962 -2.0848 -1.4803
C -4.3931 -2.8715 -2.2312
C -0.4738 -3.5330 0.7390
C -0.4918 -4.1289 1.9728
C 0.2161 -5.3207 2.2558
C 0.9215 -5.9055 1.2486
C 1.7458 -7.1706 1.2034
C 2.2854 -7.2446 -0.2516
C 1.7632 -5.9958 -0.9221
C 1.9442 -5.5001 -2.1807
C 1.3717 -4.2489 -2.4956
C 0.5988 -3.5205 -1.6156
P 0.0877 -1.8037 -1.9903
C 0.1882 -1.7543 -3.8134
C 1.2604 -1.2510 -4.5432
C 1.1960 -1.1846 -5.9303
C 0.0647 -1.6251 -6.6000
C -1.0110 -2.1296 -5.8786
C -0.9536 -2.1823 -4.4959
C 1.5620 -0.8762 -1.4270
C 1.6156 0.4952 -1.6992
C 2.6723 1.2650 -1.2447
C 3.6678 0.6911 -0.4610
C 3.6071 -0.6580 -0.1565
C 2.5704 -1.4409 -0.6497
C 0.3305 -4.0618 -0.3197
C 0.9700 -5.2732 -0.0121
H -2.6665 -4.6085 0.6612
H -4.3394 -5.8648 -0.6309
H -6.6346 -5.0232 -2.4655
H -5.3352 -5.6065 -3.4861
H -6.9957 -3.2543 -3.9849
H -5.6225 -3.7696 -4.9435
H -5.5068 -0.6961 -4.5798
H -4.0894 0.7662 -3.2351
H -5.2971 -0.2017 -0.3226
H -6.8186 0.4946 1.4736
H -6.0916 2.1596 3.1502
H -3.8103 3.1182 3.0181
H -2.2764 2.4106 1.2327
H -1.2686 0.7761 -3.5054
H -0.9321 2.6320 -5.0735
H -1.8282 4.8862 -4.5442
H -3.0700 5.2406 -2.4346
H -3.4112 3.3811 -0.8655
H -1.1026 -3.6640 2.7377
H 0.1677 -5.7498 3.2487
H 1.1394 -8.0420 1.4545
H 2.5584 -7.1305 1.9301
H 1.9330 -8.1398 -0.7664
H 3.3756 -7.2742 -0.2765
H 2.5422 -6.0184 -2.9202
H 1.5757 -3.8275 -3.4728
H 2.1515 -0.9107 -4.0307
H 2.0372 -0.7905 -6.4866
H 0.0171 -1.5714 -7.6801
H -1.9020 -2.4665 -6.3934
H -1.8085 -2.5471 -3.9333
H 0.8261 0.9681 -2.2699
H 2.7145 2.3174 -1.4956
H 4.4807 1.2995 -0.0839
H 4.3550 -1.1079 0.4822
H 2.5451 -2.4936 -0.4008
C 3.7342 0.0928 7.5034
C 4.2408 0.8186 6.2900
C 4.6234 2.1532 6.3746
C 5.1062 2.8180 5.2629
Cl 5.6045 4.4843 5.4167
C 5.2215 2.1830 4.0385
C 4.8348 0.8567 3.9427
C 4.3523 0.1816 5.0549
O 4.0525 -1.1524 4.9158
C 2.6557 -1.4642 4.8385
C 2.0013 -0.6919 3.6899
O 2.1915 -1.1052 2.5181
O 1.3357 0.3320 3.9970
H 4.2101 0.4757 8.4059
H 3.9356 -0.9745 7.4277
H 2.6557 0.2252 7.6140
H 4.5594 2.6729 7.3222
H 5.6172 2.7141 3.1834
H 4.8995 0.3196 3.0052
H 2.1462 -1.2190 5.7719
H 2.6200 -2.5345 4.6490
O -0.0584 3.2146 0.5256
S 1.3105 3.6286 0.9565
C 1.1037 4.8729 2.2197
C 0.0953 5.8188 2.0923
C -0.0670 6.7585 3.0942
C 0.7727 6.7450 4.2046
C 1.7662 5.7865 4.3260
C 1.9303 4.8315 3.3294
C 1.9095 4.6903 -0.3582
C 3.1646 5.2753 -0.2686
C 3.6251 6.0388 -1.3287
C 2.8382 6.2004 -2.4641
C 1.5906 5.5997 -2.5418
C 1.1170 4.8335 -1.4839
H -0.5516 5.7996 1.2235
H -0.8470 7.5043 3.0137
H 0.6411 7.4831 4.9853
H 2.4047 5.7665 5.1982
H 2.6777 4.0522 3.4266
H 3.7712 5.1423 0.6201
H 4.5995 6.5061 -1.2725
H 3.2052 6.7933 -3.2917
H 0.9817 5.7192 -3.4287
H 0.1542 4.3379 -1.5226